No. 1
Molecular formula: C19H29BrFIN7O6
Method: DFT, ωB97M-V/def2-TZVPD

Values from the calculation:
* orbital gap: 0.2387 Ha
* multiplicity: 1
* charge: +1
* max |F|: 0.19270 hartree/bohr

Geometry as XYZ:
```
64
Properties=species:S:1:pos:R:3:forces:R:3:nbo_charge:R:1
C -1.163 -0.270 5.352 0.93 0.09 1.01 -0.649
C -0.080 0.359 4.287 -0.17 0.33 0.15 -0.434
C -0.757 0.545 2.769 1.12 1.10 0.50 -0.325
Br -2.588 -0.347 2.646 1.56 0.53 -0.55 0.061
C 0.262 0.067 1.556 1.42 -0.15 -2.64 0.327
C 0.667 1.164 0.360 1.42 -2.86 -0.44 0.202
N 0.081 2.554 0.452 0.63 -0.64 -2.83 -0.586
C -1.017 2.805 -0.556 -4.58 4.94 -0.90 0.672
C -1.506 1.744 -1.734 -1.08 -0.22 1.08 -0.755
O -1.728 3.966 -0.505 5.26 -7.17 0.18 -0.538
C 1.128 3.643 0.476 5.43 0.98 5.28 0.687
C 1.380 4.791 -0.668 -1.42 0.67 0.41 -0.721
O 1.973 3.653 1.544 -5.67 -0.54 -6.80 -0.528
C 1.637 0.735 -0.891 -0.84 -3.19 2.30 -0.004
C 2.125 1.699 -2.125 6.23 3.98 1.66 0.621
O 3.233 2.455 -1.886 -7.40 -5.20 -1.20 -0.432
N 1.503 1.793 -3.500 2.91 -0.64 0.12 -0.711
C 2.508 1.510 -4.597 1.06 4.12 -5.68 0.959
O 2.550 2.249 -5.710 -0.39 -5.68 8.11 -0.501
F 3.499 0.422 -4.417 -3.60 3.14 0.17 -0.339
C 2.223 -0.823 -0.903 -3.10 1.06 3.96 -0.195
C 1.756 -1.801 0.327 -0.05 3.49 -1.32 0.037
N 0.814 -1.371 1.472 1.17 3.07 -2.99 -0.358
C 0.490 -2.463 2.482 -0.26 -2.03 0.44 -0.281
C 1.797 -2.984 3.339 -0.74 -0.28 0.08 -0.445
C 1.218 -3.921 4.597 -0.43 -0.44 -1.41 -0.550
I 2.475 -3.535 6.400 -0.98 -0.29 -1.15 0.119
H -0.646 -0.239 6.416 -0.98 -0.09 -2.19 0.244
H -2.135 0.402 5.453 2.09 -1.61 -0.49 0.246
H -1.406 -1.407 5.139 0.30 2.51 0.32 0.218
H 0.239 1.439 4.680 -0.77 -2.35 -1.07 0.255
H 0.923 -0.250 4.193 -2.14 0.97 0.35 0.219
H -1.004 1.712 2.705 0.74 -2.82 -0.57 0.305
H -1.430 0.609 -1.395 0.22 2.44 -0.77 0.227
H -1.032 1.958 -2.783 -0.75 -0.41 2.18 0.307
H -2.676 1.944 -1.861 2.77 -0.18 0.35 0.283
H 1.227 4.422 -1.777 0.41 0.59 2.39 0.222
H 0.547 5.629 -0.498 1.70 -1.93 -0.33 0.283
H 2.416 5.324 -0.486 -2.10 -1.64 -0.31 0.290
H 1.208 2.804 -3.632 0.38 -1.53 -0.14 0.456
H 2.934 -1.257 -1.727 -1.57 1.08 1.79 0.295
H 2.183 -2.914 0.322 -1.26 2.73 0.39 0.289
H 0.122 -3.395 1.840 0.51 1.97 1.39 0.267
H -0.380 -2.201 3.219 1.72 0.06 -1.75 0.269
H 2.433 -3.679 2.621 -1.05 1.68 1.70 0.229
H 2.399 -2.073 3.769 -1.06 -1.87 -1.01 0.243
H 1.331 -5.073 4.317 -0.27 2.65 0.77 0.253
H 0.068 -3.693 4.820 2.73 -0.43 -0.29 0.235
C -0.453 -5.311 -0.432 -0.70 -0.80 0.46 0.766
O -1.149 -5.316 0.571 0.15 0.30 0.20 -0.665
N -0.300 -6.393 -1.217 -0.10 -1.05 -0.35 -0.831
N 0.221 -4.222 -0.844 0.84 1.61 -0.01 -0.852
H 0.268 -6.407 -2.047 -0.13 -0.02 0.13 0.393
H -0.791 -7.234 -0.943 0.18 0.28 -0.13 0.421
H 0.133 -3.386 -0.281 -0.22 -0.38 -0.51 0.392
H 0.799 -4.198 -1.667 -0.16 0.01 0.05 0.394
C -3.325 2.842 -4.781 0.02 0.15 -0.07 0.775
O -2.167 2.538 -4.545 0.54 -0.15 0.07 -0.708
N -3.754 4.117 -4.794 0.14 1.23 0.14 -0.832
N -4.277 1.929 -5.048 -0.49 -1.26 -0.10 -0.837
H -4.704 4.387 -4.985 0.18 -0.05 0.02 0.396
H -3.070 4.835 -4.597 -0.32 -0.23 -0.09 0.412
H -3.996 0.957 -5.048 -0.16 0.37 -0.06 0.409
H -5.236 2.160 -5.244 0.18 -0.03 0.02 0.396
```
Positions in Å, forces in eV/Å.

***

No. 2
Molecular formula: C19H29ClN2O4S
Method: DFT, ωB97M-V/def2-TZVPD

Values from the calculation:
* structure (SMILES): CCOCCCNC(=O)[C@H]1CC[C@H](CNS(=O)(=O)c2ccc(Cl)cc2)CC1
* orbital gap: 0.3511 Ha
* multiplicity: 1
* max |F|: 0.01819 hartree/bohr

Geometry as XYZ:
```
56
Properties=species:S:1:pos:R:3:forces:R:3:nbo_charge:R:1
C 6.709 0.278 4.469 -0.39 -0.16 -0.15 -0.641
C 5.286 -0.275 4.495 0.18 0.08 0.25 -0.054
O 4.609 -0.184 3.263 -0.14 0.04 -0.18 -0.546
C 5.093 -1.043 2.252 0.05 0.05 -0.30 -0.062
C 4.065 -1.088 1.127 0.01 -0.16 0.51 -0.417
H 4.479 -1.635 0.279 0.00 0.02 -0.06 0.214
H 3.853 -0.064 0.815 0.04 0.05 -0.09 0.200
C 2.770 -1.759 1.592 0.28 0.05 0.05 -0.230
N 1.744 -1.711 0.579 0.08 0.38 0.20 -0.622
C 1.377 -2.785 -0.153 -0.49 0.12 -0.41 0.697
O 1.844 -3.891 0.020 0.22 -0.46 0.04 -0.631
C 0.306 -2.499 -1.204 0.16 0.09 0.19 -0.315
C 0.841 -1.561 -2.291 -0.13 -0.25 -0.21 -0.386
C -0.239 -1.246 -3.325 0.03 0.37 0.25 -0.388
C -1.436 -0.612 -2.621 -0.23 -0.42 -0.41 -0.224
C -2.010 -1.608 -1.615 0.19 0.35 0.22 -0.411
C -0.964 -1.937 -0.556 -0.15 -0.22 -0.23 -0.381
H -0.737 -1.027 0.004 0.00 0.04 0.07 0.191
H -1.361 -2.669 0.150 0.03 0.04 0.11 0.219
H -2.305 -2.519 -2.139 -0.08 -0.08 -0.08 0.199
H -2.897 -1.184 -1.143 -0.06 -0.10 -0.01 0.219
H -1.077 0.268 -2.081 0.14 -0.14 -0.02 0.203
C -2.511 -0.119 -3.590 0.79 -0.12 -0.03 -0.227
N -3.505 0.635 -2.843 -0.04 0.88 0.31 -0.868
S -3.035 2.162 -2.327 -0.31 -0.23 0.00 2.306
O -4.243 2.914 -2.163 -0.18 -0.17 0.13 -0.934
O -1.993 2.688 -3.163 0.18 -0.24 0.20 -0.940
C -2.343 1.825 -0.708 -0.08 0.14 -0.49 -0.351
C -1.036 2.186 -0.437 -0.01 0.08 -0.10 -0.184
C -0.476 1.865 0.788 -0.09 -0.06 0.12 -0.240
C -1.244 1.185 1.725 -0.09 0.10 -0.27 -0.025
C -2.567 0.852 1.464 0.06 0.04 -0.01 -0.250
C -3.117 1.179 0.236 -0.02 0.02 0.09 -0.112
H -4.141 0.938 -0.002 -0.15 -0.12 0.05 0.235
H -3.149 0.336 2.210 -0.04 -0.05 0.07 0.237
Cl -0.535 0.738 3.232 0.07 -0.05 0.15 0.030
H 0.544 2.133 1.018 0.09 0.03 0.03 0.236
H -0.473 2.703 -1.198 0.14 0.03 -0.04 0.254
H -4.395 0.716 -3.311 -0.22 0.18 0.02 0.413
H -2.048 0.517 -4.356 -0.07 -0.19 -0.03 0.207
H -3.006 -0.962 -4.075 -0.06 0.04 0.03 0.206
H 0.161 -0.561 -4.075 0.01 -0.01 -0.10 0.211
H -0.547 -2.162 -3.833 -0.03 -0.07 -0.09 0.198
H 1.182 -0.624 -1.845 0.06 0.06 0.00 0.189
H 1.699 -2.030 -2.778 0.08 0.06 0.05 0.220
H 0.065 -3.462 -1.666 0.08 0.03 0.09 0.225
H 1.365 -0.805 0.357 -0.10 -0.10 -0.04 0.389
H 2.950 -2.814 1.807 -0.03 0.12 0.06 0.230
H 2.412 -1.259 2.496 0.02 -0.11 -0.04 0.206
H 5.250 -2.053 2.660 0.03 0.03 -0.01 0.163
H 6.053 -0.675 1.860 -0.06 -0.10 0.08 0.170
H 4.675 0.310 5.188 0.08 -0.13 0.02 0.185
H 5.301 -1.322 4.837 -0.06 0.10 0.00 0.158
H 6.708 1.286 4.063 0.03 0.11 -0.02 0.212
H 7.105 0.306 5.480 0.09 0.00 0.11 0.215
H 7.360 -0.345 3.860 0.12 -0.02 -0.03 0.204
```
Positions in Å, forces in eV/Å.

***

No. 3
Molecular formula: C19H29FN2O5S
Method: DFT, ωB97M-V/def2-TZVPD

Values from the calculation:
* structure (SMILES): O=C(NC[C@H]1C[C@@H]2CC[C@H]1N2C(=O)[C@H]1CCS(=O)(=O)C1)[C@@H](F)C1CCOCC1
* orbital gap: 0.3762 Ha
* multiplicity: 1
* max |F|: 0.00218 hartree/bohr

Geometry as XYZ:
```
57
Properties=species:S:1:pos:R:3:forces:R:3:nbo_charge:R:1
O 0.449 -0.421 -3.095 -0.01 0.00 -0.03 -0.632
C 1.348 -0.787 -2.358 0.06 0.00 0.04 0.641
N 1.590 -0.248 -1.146 -0.02 -0.03 0.03 -0.612
C 0.765 0.825 -0.622 0.00 0.00 -0.04 -0.219
C -0.638 0.350 -0.257 0.00 0.00 0.02 -0.234
C -0.627 -0.716 0.873 0.01 0.01 0.00 -0.403
C -1.443 -0.044 1.983 0.01 0.01 0.00 -0.054
C -2.926 -0.022 1.573 0.00 -0.01 0.00 -0.425
C -2.944 1.038 0.438 0.00 0.00 0.00 -0.414
C -1.469 1.476 0.376 0.02 0.00 0.00 -0.039
N -1.053 1.363 1.788 -0.01 0.02 0.01 -0.469
C -1.263 2.292 2.764 0.01 -0.03 -0.01 0.703
O -1.460 1.981 3.925 -0.01 -0.02 0.00 -0.616
C -1.194 3.759 2.327 -0.09 -0.01 -0.07 -0.323
C -1.302 4.687 3.544 0.02 -0.01 0.05 -0.404
C 0.057 4.633 4.230 0.01 0.03 0.00 -0.676
S 1.208 4.815 2.874 -0.02 0.00 0.02 2.171
O 1.366 6.219 2.592 0.00 0.01 -0.01 -0.946
O 2.368 3.982 3.048 -0.01 -0.03 0.00 -0.937
C 0.119 4.112 1.612 0.05 -0.01 0.00 -0.675
C 2.253 -1.949 -2.747 -0.06 0.05 0.00 0.145
F 3.410 -1.914 -1.955 0.02 0.00 -0.01 -0.374
C 1.578 -3.298 -2.553 -0.04 -0.04 -0.05 -0.244
C 0.341 -3.469 -3.439 0.02 0.00 0.01 -0.434
C -0.228 -4.868 -3.265 0.01 0.00 0.00 -0.063
O 0.727 -5.871 -3.556 0.00 0.00 0.00 -0.527
C 1.849 -5.778 -2.699 0.00 0.00 0.00 -0.063
C 2.555 -4.440 -2.836 0.00 0.00 0.01 -0.429
H 2.406 -0.558 -0.646 -0.01 0.00 0.00 0.421
H 1.265 1.220 0.264 0.00 0.00 0.00 0.210
H 0.703 1.620 -1.370 -0.01 0.00 0.00 0.212
H -1.120 -0.012 -1.164 0.00 0.00 0.00 0.236
H -1.065 -1.667 0.569 0.00 0.00 0.00 0.215
H 0.393 -0.909 1.208 0.00 0.00 0.00 0.213
H -1.246 -0.388 2.992 0.00 0.00 0.00 0.245
H -3.269 -1.003 1.245 0.00 0.00 0.00 0.214
H -3.545 0.288 2.414 0.00 0.00 0.00 0.223
H -3.286 0.643 -0.518 0.00 0.00 0.00 0.218
H -3.585 1.881 0.698 0.00 0.00 0.00 0.209
H -1.295 2.456 -0.060 -0.01 0.01 0.00 0.221
H -2.036 3.925 1.650 0.01 0.02 -0.01 0.239
H -1.512 5.704 3.209 0.00 0.00 0.00 0.223
H -2.096 4.362 4.212 0.01 -0.02 0.02 0.250
H 0.247 5.438 4.936 0.01 0.01 -0.01 0.257
H 0.230 3.662 4.692 0.00 0.02 0.00 0.262
H 0.629 3.257 1.177 0.01 0.00 0.00 0.254
H -0.010 4.891 0.863 -0.02 0.00 0.00 0.255
H 2.561 -1.807 -3.785 0.01 -0.01 0.00 0.191
H 1.264 -3.362 -1.502 0.01 0.02 0.01 0.203
H -0.420 -2.725 -3.204 0.00 -0.01 0.00 0.234
H 0.620 -3.325 -4.487 0.00 0.00 0.00 0.210
H -0.592 -4.998 -2.234 0.00 0.00 0.00 0.154
H -1.065 -5.036 -3.941 0.00 0.01 0.00 0.197
H 1.528 -5.924 -1.656 0.00 0.00 0.00 0.156
H 2.511 -6.601 -2.966 0.00 0.00 0.00 0.197
H 2.940 -4.343 -3.857 0.00 0.00 0.00 0.206
H 3.406 -4.400 -2.155 0.00 0.00 0.00 0.225
```
Positions in Å, forces in eV/Å.

***

No. 4
Molecular formula: C19H29N3O2
Method: DFT, ωB97M-V/def2-TZVPD

Values from the calculation:
* structure (SMILES): CCCCN(C)CCCNC(=O)c1cccc(N2CCCC2=O)c1
* orbital gap: 0.3355 Ha
* multiplicity: 1
* max |F|: 0.00996 hartree/bohr

Geometry as XYZ:
```
53
Properties=species:S:1:pos:R:3:forces:R:3:nbo_charge:R:1
C -0.067 -4.497 0.409 -0.15 -0.05 -0.11 -0.618
H 0.266 -5.522 0.256 0.07 -0.10 0.06 0.204
C -1.313 -4.210 -0.421 0.09 0.15 -0.04 -0.387
C -1.674 -2.725 -0.442 -0.15 -0.23 0.21 -0.410
C -2.111 -2.208 0.929 0.11 -0.04 -0.30 -0.213
N -2.550 -0.819 0.861 0.03 -0.28 0.17 -0.470
C -2.333 -0.115 2.109 0.01 0.03 -0.01 -0.412
H -2.610 0.931 1.992 0.00 0.07 0.07 0.202
H -1.275 -0.157 2.364 0.02 0.03 0.05 0.207
H -2.917 -0.539 2.942 -0.02 0.00 0.00 0.169
C -3.928 -0.696 0.401 -0.18 0.22 -0.07 -0.219
H -4.098 -1.462 -0.359 -0.04 -0.02 0.03 0.197
C -4.237 0.668 -0.221 0.22 -0.20 -0.12 -0.413
C -3.330 0.984 -1.414 -0.31 0.16 0.01 -0.226
N -1.951 1.104 -1.007 0.16 -0.08 -0.11 -0.633
C -1.380 2.310 -0.796 0.01 -0.24 -0.21 0.653
O -1.895 3.369 -1.112 -0.07 0.28 0.11 -0.635
C -0.028 2.248 -0.157 0.32 0.20 0.16 -0.113
C 0.839 1.188 -0.378 -0.14 0.01 -0.04 -0.234
C 2.098 1.175 0.218 -0.28 0.23 0.17 0.229
C 2.474 2.235 1.042 0.07 -0.19 -0.08 -0.265
C 1.609 3.294 1.250 -0.07 0.03 -0.03 -0.200
C 0.365 3.311 0.649 -0.10 0.00 -0.03 -0.181
H -0.313 4.138 0.789 -0.06 0.07 -0.01 0.234
H 1.915 4.112 1.886 0.02 0.06 0.05 0.215
H 3.439 2.238 1.524 0.10 -0.03 0.02 0.213
N 2.992 0.121 -0.023 0.22 0.25 -0.09 -0.452
C 2.655 -1.150 -0.374 0.22 -0.46 -0.08 0.697
O 1.536 -1.583 -0.532 -0.31 -0.11 -0.04 -0.623
C 3.940 -1.953 -0.501 0.03 0.02 -0.10 -0.499
C 5.026 -0.890 -0.610 -0.03 -0.03 0.09 -0.404
H 5.980 -1.207 -0.195 0.02 0.04 -0.03 0.219
C 4.424 0.285 0.163 0.32 0.05 0.08 -0.205
H 4.748 1.254 -0.222 -0.02 -0.05 0.08 0.212
H 4.680 0.222 1.228 0.02 0.09 -0.07 0.186
H 5.176 -0.612 -1.654 0.01 0.02 0.02 0.211
H 3.890 -2.627 -1.355 -0.08 -0.01 0.05 0.238
H 4.052 -2.557 0.402 -0.04 -0.02 0.01 0.229
H 0.553 0.380 -1.030 -0.01 -0.04 -0.03 0.249
H -1.618 0.294 -0.490 0.05 0.20 0.04 0.438
H -3.623 1.934 -1.867 0.03 -0.18 -0.03 0.236
H -3.406 0.188 -2.162 -0.06 0.06 -0.02 0.188
H -4.130 1.461 0.519 -0.07 0.07 0.01 0.204
H -5.276 0.664 -0.555 -0.05 0.04 0.04 0.214
H -4.637 -0.884 1.228 0.06 -0.10 -0.04 0.172
H -1.253 -2.251 1.601 -0.04 -0.03 0.07 0.202
H -2.899 -2.858 1.346 0.03 0.00 0.07 0.164
H -2.474 -2.568 -1.168 -0.04 0.07 -0.04 0.192
H -0.803 -2.156 -0.766 -0.01 0.09 -0.05 0.227
H -1.131 -4.532 -1.449 -0.07 -0.06 0.00 0.201
H -2.156 -4.791 -0.037 -0.05 -0.05 -0.08 0.189
H 0.731 -3.820 0.115 0.14 0.04 0.02 0.226
H -0.263 -4.362 1.470 0.05 0.00 0.15 0.194
```
Positions in Å, forces in eV/Å.